Record 1
Density functional theory data (wB97M-V/def2-TZVPD) for a molecular structure, C41H52BrN8O2PSTc in a non-equilibrium geometry.

Structure (XYZ):
```
107
Properties=species:S:1:pos:R:3:forces:R:3
Tc -0.606109 -0.046991 1.298836 0.3 -0.9 -1.4
C -4.755509 -1.144191 1.944336 0.3 0.2 -0.2
C -3.303709 -0.812991 2.231036 -0.3 -0.1 0.2
O -2.608409 -0.412991 1.246836 -0.2 0.1 0.0
C -2.864709 -1.007691 3.544336 -0.2 0.0 -0.2
C -1.589909 -0.800191 4.062536 0.5 0.2 0.0
C -1.344109 -1.042391 5.523736 0.0 0.0 -0.1
N -0.584409 -0.370391 3.299036 -0.8 -0.3 0.4
N 0.572291 -0.106591 3.942236 1.4 0.7 0.3
C 1.567291 0.302409 3.246636 -1.3 -0.6 0.1
O 1.489891 0.346509 1.817736 -0.6 0.4 1.0
C 2.753591 0.865309 3.865536 0.8 0.4 0.3
C 3.218191 0.396609 5.098036 -0.2 0.0 -0.3
C 4.304791 0.995409 5.703736 0.1 0.1 0.1
C 4.928191 2.085509 5.116436 -0.1 0.0 -0.1
C 4.462691 2.569909 3.903536 0.1 0.0 0.1
C 3.390191 1.966109 3.279436 -0.3 -0.2 0.0
H -4.971209 -0.995091 0.889436 0.0 0.0 0.0
H -5.400409 -0.498791 2.535436 -0.1 0.0 0.1
H -4.963909 -2.180491 2.208636 0.0 0.0 0.0
H -3.614109 -1.357591 4.237936 0.0 0.0 0.0
H -2.220909 -1.470891 5.999136 -0.1 0.0 0.0
H -1.095809 -0.102791 6.015136 0.1 0.0 0.0
H -0.498909 -1.715891 5.657536 0.0 0.0 0.0
H 2.724491 -0.441291 5.565036 -0.1 -0.1 0.0
H 4.672091 0.612809 6.645236 0.0 0.0 0.1
H 5.761991 2.565009 5.604736 0.1 0.0 0.0
H 4.933691 3.428609 3.449636 0.0 0.1 -0.1
H 3.019391 2.362809 2.343836 0.0 0.0 -0.1
S 3.677491 -2.742591 0.786936 -0.1 0.3 0.0
C 4.541291 -1.253491 0.705436 0.0 0.0 0.0
C 3.758391 -0.188291 1.018536 0.0 0.1 -0.2
C 2.434991 -0.554991 1.333436 0.9 -0.9 -0.8
C 2.194191 -1.925991 1.250036 -0.3 -0.3 0.1
C 1.013291 -2.702591 1.399136 1.0 0.4 0.0
C 1.144991 -4.082991 1.666736 -0.3 -0.6 0.0
C 0.055391 -4.905891 1.676936 0.6 0.2 -0.1
C -1.184209 -4.347791 1.323136 -0.5 0.1 -0.1
C -1.254509 -2.997091 1.100336 -0.2 -0.3 0.0
N -0.224909 -2.144691 1.201636 -0.5 0.0 0.0
H 5.581391 -1.263791 0.454036 0.3 0.1 0.0
H 4.121491 0.822109 1.037736 0.1 0.2 0.0
H 2.129991 -4.471191 1.876536 0.1 -0.1 0.1
H 0.146591 -5.953591 1.920236 0.1 -0.1 0.0
H -2.067109 -4.958191 1.236436 -0.2 0.0 -0.1
H -2.190509 -2.553491 0.797536 -0.1 0.0 0.1
N -0.390509 0.186609 -0.616764 0.1 0.3 -0.9
P -0.119809 0.132609 -2.146764 0.3 -0.4 0.1
N 0.845391 1.339609 -2.869264 -0.7 -0.7 0.2
C 0.231291 2.618509 -3.165164 -0.4 0.3 0.0
C 0.117391 3.511609 -1.929664 0.1 0.1 -0.2
C 1.498191 3.736209 -1.323564 -0.2 -0.2 0.2
C 2.137691 2.382909 -1.032364 0.1 0.1 -0.1
C 2.163391 1.512409 -2.287864 0.4 -0.1 0.3
N -1.577009 0.172809 -2.983964 0.3 0.3 0.5
C -2.766609 0.589409 -2.244464 -0.2 0.1 0.2
C -3.974409 0.724609 -3.165364 0.1 -0.2 0.0
C -4.124909 -0.515191 -4.040764 -0.1 0.1 0.0
C -2.843309 -0.794791 -4.846364 0.1 0.1 0.0
C -1.699109 0.131209 -4.420464 0.0 -0.3 -0.3
N 0.695291 -1.246691 -2.642964 -0.3 0.7 0.2
C 1.696091 -1.426291 -3.677364 0.3 0.1 -0.1
C 1.596391 -2.831191 -4.288364 -0.2 0.1 -0.1
C 0.138891 -3.263491 -4.389764 0.1 -0.1 0.0
C -0.478809 -3.375891 -2.988964 0.1 0.1 0.0
C 0.268991 -2.469191 -2.003964 -0.3 -0.4 0.3
H -0.759209 2.448009 -3.587364 0.1 0.0 -0.1
H 0.850991 3.112509 -3.926064 -0.1 0.0 0.0
H -0.519109 2.999309 -1.203264 0.0 0.1 0.0
H -0.348509 4.463509 -2.196464 -0.1 0.0 0.0
H 1.415991 4.318409 -0.402564 0.1 0.1 0.0
H 2.117991 4.299709 -2.027264 0.0 0.1 0.0
H 1.543391 1.858909 -0.279564 0.1 0.0 0.1
H 3.156591 2.507409 -0.660564 0.0 0.0 0.1
H 2.557291 0.527609 -2.031364 0.1 0.0 -0.1
H 2.811191 1.966709 -3.050364 0.0 -0.1 0.1
H -2.586509 1.547409 -1.743964 0.0 0.0 0.1
H -2.964109 -0.157391 -1.467164 -0.1 0.2 0.0
H -3.875309 1.612809 -3.792764 0.0 0.1 0.0
H -4.868809 0.856509 -2.553264 0.0 0.1 0.0
H -4.974409 -0.385891 -4.713664 0.0 -0.1 0.0
H -4.345809 -1.364791 -3.392964 -0.1 -0.1 0.0
H -3.023309 -0.658291 -5.914864 0.0 0.0 0.0
H -2.545309 -1.831491 -4.695564 0.1 0.0 -0.1
H -1.882709 1.127709 -4.849564 0.1 0.0 0.0
H -0.750509 -0.224291 -4.824564 0.0 0.0 -0.1
H 2.709791 -1.299791 -3.267164 -0.1 0.1 -0.1
H 1.553191 -0.662291 -4.445864 0.1 0.0 0.0
H 2.137391 -3.545991 -3.666264 0.1 0.0 0.0
H 2.065691 -2.827991 -5.273564 0.1 0.0 0.0
H 0.063191 -4.217191 -4.913864 -0.1 0.0 -0.1
H -0.399309 -2.519691 -4.977864 -0.1 0.0 -0.1
H -0.431709 -4.405091 -2.628764 0.0 0.0 0.0
H -1.528309 -3.081191 -3.023264 -0.1 -0.1 0.0
H 1.136891 -2.995491 -1.587264 -0.1 0.1 0.1
H -0.383509 -2.182891 -1.178464 0.2 -0.3 0.0
Br 0.975291 5.156009 3.301336 -0.3 -0.2 -0.2
C -0.307309 4.143509 2.321636 -0.1 0.9 -0.1
C -1.328209 4.784109 1.622136 0.1 -1.0 0.0
C -2.211209 3.947309 0.935536 0.3 0.8 0.3
C -2.008609 2.588509 0.927136 0.3 -0.8 0.2
N -0.988809 1.972609 1.574536 -0.5 2.0 0.1
C -0.180309 2.777109 2.299236 -0.2 -0.7 -0.2
H -1.428309 5.856109 1.625536 0.0 0.1 0.0
H -3.046709 4.370609 0.396736 0.0 -0.1 -0.1
H -2.672609 1.928909 0.390836 0.0 -0.1 -0.1
H 0.594291 2.307409 2.884536 0.0 0.0 -0.1
```
Forces are in eV/Å.

Output
Total charge: 0
F_max, hartree/bohr: 0.0405
Kohn-Sham gap (spin up / spin down), eV: 4.00 / 6.62
E, hartree: -5576.4281
2S+1: 4
⟨S²⟩: 3.79
HOMO energy (spin up / spin down), eV: -4.0 / -7.0

Löwdin atomic charge list, values in e, 99 entries:
1. Tc 1.436
2. C -0.012
3. C -0.450
4. O -0.203
5. C -0.029
6. C -0.297
7. C -0.028
8. N -0.141
9. N 0.133
10. C -0.287
11. O -0.148
12. C -0.152
13. C -0.009
14. C -0.076
15. C -0.081
16. C -0.074
17. C -0.054
18. H 0.077
19. H 0.083
20. H 0.087
21. H 0.104
22. H 0.075
23. H 0.085
24. H 0.083
25. H 0.115
26. H 0.104
27. H 0.101
28. H 0.106
29. H 0.106
30. S 1.022
31. C -0.416
32. C -0.146
33. C -0.333
34. C -0.401
35. C -0.315
36. C -0.077
37. C -0.089
38. C -0.093
39. C -0.170
40. N -0.066
41. H 0.052
42. H 0.098
43. H 0.074
44. H 0.098
45. H 0.088
46. H 0.098
47. N -0.295
48. P 0.625
49. N -0.199
50. C -0.209
51. C -0.183
52. C -0.191
53. C -0.190
54. C -0.211
55. N -0.201
56. C -0.222
57. C -0.188
58. C -0.186
59. C -0.166
60. C -0.223
61. N -0.201
62. C -0.211
63. C -0.180
64. C -0.192
65. C -0.159
66. C -0.213
67. H 0.093
68. H 0.125
69. H 0.076
70. H 0.112
71. H 0.098
72. H 0.113
73. H 0.075
74. H 0.108
75. H 0.098
76. H 0.126
77. H 0.086
78. H 0.102
79. H 0.109
80. H 0.111
81. H 0.104
82. H 0.108
83. H 0.109
84. H 0.085
85. H 0.108
86. H 0.103
87. H 0.108
88. H 0.106
89. H 0.111
90. H 0.110
91. H 0.107
92. H 0.086
93. H 0.109
94. H 0.092
95. H 0.122
96. H 0.073
97. Br 0.759
98. C -0.646
99. C -0.082

Record 2
Density functional theory data (wB97M-V/def2-TZVPD) for 10 unconnected molecules or ions with the total composition C41H52F24N2O16 in a non-equilibrium geometry.

Structure (XYZ):
```
135
Properties=species:S:1:pos:R:3:forces:R:3
C 16.656809 10.019187 19.789236 0.0 1.2 1.8
C 16.833505 10.870529 18.564523 0.3 0.3 0.1
O 17.621084 12.072122 18.937007 -0.8 -0.9 -0.4
C 16.947538 13.058645 19.496179 0.5 -0.7 0.1
O 15.771494 13.217182 19.563104 -0.4 0.0 0.1
C 17.970383 14.026948 20.085643 0.3 0.9 2.2
F 18.626844 14.646163 19.149692 1.2 0.1 -1.2
F 17.324787 15.015935 20.750229 0.4 -1.0 0.3
F 18.922041 13.423035 20.945631 -2.0 0.9 -1.4
H 15.923836 10.584951 20.436941 0.7 -0.8 -0.3
H 17.620339 9.938612 20.368706 -0.9 0.0 -0.7
H 16.244527 9.030314 19.630874 0.0 -0.1 -0.4
H 15.901827 11.113047 18.075171 -0.3 0.6 0.2
H 17.401542 10.416468 17.798917 0.9 -0.6 -0.6
C 11.544968 14.617874 12.157755 0.1 -0.8 0.9
C 12.842341 14.894013 11.462925 -0.5 -1.1 -0.7
O 12.587892 15.366219 10.152760 -0.7 0.8 -0.4
C 12.488323 16.665656 9.993290 1.4 0.6 1.1
O 12.698132 17.558239 10.805469 -0.8 -1.6 -1.4
C 12.207882 16.826937 8.508805 0.1 1.2 0.4
F 12.647378 18.025722 8.138582 -0.3 0.4 -0.5
F 12.792102 15.921416 7.755836 0.4 -0.5 -0.4
F 10.898336 16.722882 8.335271 -0.8 0.2 -0.4
H 10.869708 14.054052 11.476702 0.2 0.7 0.5
H 11.137042 15.556224 12.573626 -0.3 -0.6 -0.4
H 11.790055 13.936773 13.005323 -0.3 0.5 -0.4
H 13.357146 13.986499 11.191265 0.5 -0.4 0.8
H 13.438619 15.626217 11.926766 0.9 0.5 1.0
C 23.898657 14.849505 11.230912 -0.2 1.0 0.1
C 22.437014 15.100423 11.671094 -1.3 -0.3 -0.8
O 21.591248 13.846083 11.666461 1.2 0.9 0.0
C 21.142900 13.445223 10.504855 0.1 0.1 1.6
O 21.153018 13.988577 9.452190 0.6 0.7 -0.8
C 20.415750 12.125623 10.622964 0.5 -1.7 -0.3
F 20.666889 11.472679 9.503918 0.7 -1.0 -0.9
F 20.739732 11.266427 11.642714 -0.3 1.3 -0.5
F 19.128519 12.332292 10.591518 -1.7 0.4 1.1
H 24.572403 14.177265 11.803645 -0.9 0.4 0.1
H 24.311784 15.880436 11.248032 0.2 -0.6 0.0
H 23.961816 14.526802 10.189565 -0.3 0.0 0.1
H 21.897590 15.857435 10.998146 1.0 -1.2 0.8
H 22.237446 15.427722 12.691370 0.7 0.0 0.0
C 11.553317 18.937970 14.341649 -1.7 0.4 -0.4
C 12.738871 18.065588 14.180410 0.5 0.9 1.5
O 13.015127 17.435568 15.471637 -0.2 -0.9 -0.3
C 13.441603 16.190474 15.448681 1.9 -1.5 1.1
O 13.818609 15.467668 14.551682 -1.0 1.4 -0.2
C 13.637152 15.547413 16.916856 -0.6 0.6 -1.3
F 14.283977 14.388181 16.771861 0.7 0.8 0.4
F 14.166067 16.400846 17.791809 1.0 -0.3 -0.3
F 12.471765 15.230773 17.425263 -1.9 -0.4 0.4
H 11.599397 19.540854 15.245101 0.3 0.5 -0.2
H 10.590460 18.388088 14.468057 0.8 -0.1 -0.2
H 11.429163 19.527903 13.402853 0.2 -0.1 0.9
H 13.629772 18.612646 13.922412 0.3 0.3 -0.1
H 12.568522 17.357452 13.448728 -0.2 -1.7 -1.4
C 20.198154 12.555233 14.722926 0.0 -0.1 2.5
C 18.906592 12.041117 15.296960 -1.4 0.1 -0.4
O 18.011415 12.018867 14.128730 -1.0 -0.8 -0.7
C 16.694643 11.931730 14.250464 -0.3 1.4 0.9
O 16.039988 11.835923 15.268810 1.0 -0.2 -1.2
C 15.977996 12.246007 12.856854 1.2 -0.7 0.0
F 16.204632 11.244703 12.004268 0.5 -0.2 -0.3
F 14.675862 12.292625 13.009683 -0.7 0.6 0.4
F 16.416922 13.388200 12.263289 -0.4 -0.7 0.7
H 20.807856 12.654730 15.642989 0.3 0.3 -0.7
H 20.008109 13.505709 14.281643 0.0 0.9 -0.2
H 20.717876 11.955310 14.013085 0.1 -0.8 -0.4
H 18.400151 12.718287 16.001893 0.6 0.0 -0.1
H 18.904780 11.068826 15.792758 0.3 -0.2 -0.4
C 18.245932 7.987915 12.485011 0.6 -0.4 0.0
C 17.884670 7.871819 13.923019 -0.8 1.9 1.8
O 19.132910 7.725464 14.724579 -0.6 0.1 0.3
C 19.009874 8.021329 16.017075 1.8 -0.3 -1.0
O 18.067271 8.391086 16.623757 -1.1 0.3 0.5
C 20.419362 7.926536 16.689096 1.0 0.7 0.1
F 21.187682 9.021150 16.351702 -0.9 -0.3 0.3
F 20.338647 7.892653 18.027426 -0.1 0.0 -0.8
F 21.141000 6.896761 16.261566 -0.3 -0.6 0.2
H 18.631176 8.987849 12.250301 -0.1 -0.2 0.0
H 17.368293 7.784413 11.860536 0.4 -0.1 0.1
H 19.056662 7.260244 12.362227 -0.3 0.1 -0.8
H 17.191875 7.089353 14.237278 0.3 -0.2 -0.4
H 17.403045 8.815176 14.289929 0.4 -0.8 -0.3
C 23.151749 7.901529 13.661094 0.6 0.5 -0.1
C 22.381599 9.028199 12.997195 -0.8 -0.7 0.7
O 21.780222 8.541376 11.735277 0.6 0.9 0.9
C 22.336706 9.022052 10.641921 -0.4 -1.6 -1.3
O 23.256017 9.756126 10.454399 0.2 0.5 0.7
C 21.732839 8.282420 9.393492 -1.7 1.0 0.2
F 21.786372 9.111362 8.335329 0.2 -0.7 0.3
F 22.401673 7.166808 9.145083 0.1 -0.1 -0.1
F 20.402414 7.959238 9.557564 1.3 0.2 0.0
H 23.931219 7.527599 12.958219 -0.6 -0.1 0.7
H 22.518790 7.146711 14.115298 -0.2 -0.4 -0.7
H 23.625680 8.327444 14.551797 0.3 0.1 -0.3
H 23.030899 9.868871 12.788094 -0.1 0.1 -0.2
H 21.544878 9.312584 13.676103 0.4 0.0 -0.8
C 17.969993 14.062266 6.625870 -0.1 -0.5 0.7
C 18.546975 14.274044 8.021949 -0.6 -0.2 0.9
O 19.239706 15.547032 8.010891 0.1 0.3 -0.3
C 19.451368 16.240787 9.103529 -0.5 -0.6 0.2
O 19.071751 16.028322 10.221557 -0.1 -0.2 -0.1
C 20.340627 17.439155 8.782406 1.0 -0.2 0.5
F 19.797296 18.289511 7.926675 -0.1 0.2 0.0
F 20.650673 18.067644 9.929862 -0.2 0.2 -0.4
F 21.502405 16.992575 8.269493 -0.1 0.2 -0.1
H 18.712731 14.241895 5.856390 0.3 -0.5 0.0
H 17.148238 14.703823 6.359371 -0.4 0.6 0.4
H 17.540376 13.050024 6.635301 0.5 0.1 -0.4
H 19.307218 13.499835 8.305056 -0.8 0.7 -0.5
H 17.748952 14.310849 8.828766 0.9 -0.1 -1.0
C 18.358202 16.917057 14.230137 1.9 1.5 1.5
C 19.040595 16.817433 15.468522 -0.7 0.2 -0.3
C 18.660683 15.837569 16.383194 0.7 1.0 -1.6
N 17.741476 14.934252 16.134654 -1.2 -0.9 -0.7
C 17.158196 14.963043 14.920374 1.3 1.0 0.0
C 17.469537 15.920055 13.941403 -1.0 -0.3 -0.4
H 18.598598 17.838963 13.644184 -0.4 -1.3 0.0
H 19.815467 17.514839 15.797124 -0.3 -0.1 -0.4
H 19.226672 15.821610 17.272842 0.1 -0.4 1.2
H 16.467401 14.194968 14.652741 -0.5 -0.2 0.4
H 16.970867 15.903658 12.970826 0.0 -0.1 0.3
C 12.027152 8.828491 16.795858 -0.2 -1.5 -0.3
C 12.048185 10.026816 15.901219 -0.6 -0.7 -2.1
C 13.428451 10.587478 15.647782 1.3 0.7 1.1
C 14.332758 9.620868 15.019412 -0.2 -0.3 -0.4
N 14.966225 8.838107 14.462358 -0.1 0.2 0.2
H 12.532560 7.903559 16.414982 0.1 1.1 0.0
H 11.027585 8.445381 16.951596 -0.5 0.3 0.2
H 12.436705 9.080608 17.735617 0.5 0.1 1.3
H 11.421512 10.863386 16.230038 0.0 -0.4 0.2
H 11.653421 9.658911 14.905878 0.2 0.8 0.8
H 13.957101 10.893614 16.626022 -0.9 -0.2 -1.4
H 13.370412 11.462618 14.978236 0.2 -0.3 0.5
```
Forces are in eV/Å.

Output
Total charge: 0
F_max, hartree/bohr: 0.0552
Kohn-Sham gap, eV: 10.15
E, hartree: -5303.7020
HOMO energy, eV: -9.8

Löwdin atomic charge list, values in e, 99 entries:
1. C -0.052
2. C -0.175
3. O 0.034
4. C -0.429
5. O 0.182
6. C -0.486
7. F 0.179
8. F 0.144
9. F 0.098
10. H 0.095
11. H 0.105
12. H 0.076
13. H 0.105
14. H 0.076
15. C -0.042
16. C -0.215
17. O 0.032
18. C -0.373
19. O 0.143
20. C -0.595
21. F 0.175
22. F 0.194
23. F 0.186
24. H 0.101
25. H 0.084
26. H 0.087
27. H 0.126
28. H 0.093
29. C -0.053
30. C -0.118
31. O 0.037
32. C -0.429
33. O 0.173
34. C -0.544
35. F 0.177
36. F 0.140
37. F 0.206
38. H 0.087
39. H 0.087
40. H 0.076
41. H 0.128
42. H 0.119
43. C -0.063
44. C -0.189
45. O 0.057
46. C -0.350
47. O 0.127
48. C -0.556
49. F 0.154
50. F 0.173
51. F 0.173
52. H 0.081
53. H 0.094
54. H 0.101
55. H 0.136
56. H 0.063
57. C -0.034
58. C -0.155
59. O 0.013
60. C -0.383
61. O 0.124
62. C -0.531
63. F 0.158
64. F 0.173
65. F 0.142
66. H 0.103
67. H 0.067
68. H 0.050
69. H 0.100
70. H 0.114
71. C -0.054
72. C -0.199
73. O 0.022
74. C -0.415
75. O 0.170
76. C -0.498
77. F 0.111
78. F 0.165
79. F 0.162
80. H 0.077
81. H 0.095
82. H 0.086
83. H 0.123
84. H 0.089
85. C -0.055
86. C -0.174
87. O 0.025
88. C -0.438
89. O 0.165
90. C -0.506
91. F 0.149
92. F 0.183
93. F 0.116
94. H 0.100
95. H 0.064
96. H 0.084
97. H 0.116
98. H 0.116
99. C -0.055